Model one:
{
  "formula": "C21H22N2O3S",
  "method": "ωB97M-V/def2-TZVPD",
  "symbols": ["S", "O", "O", "O", "N", "N", "C", "C", "C", "C", "C", "C", "C", "C", "C", "C", "C", "C", "C", "C", "C", "C", "C", "C", "C", "C", "C", "H", "H", "H", "H", "H", "H", "H", "H", "H", "H", "H", "H", "H", "H", "H", "H", "H", "H", "H", "H", "H", "H"],
  "xyz": [[0.61842, 2.27479, -0.92440], [-3.21402, 2.06363, 1.19958], [3.19158, -1.77846, 1.83866], [-2.72816, -1.48747, 0.45819], [-0.07032, -0.22012, -1.14597], [-1.76744, 1.11914, -0.23453], [2.14662, -0.90625, 1.91437], [1.78833, 1.14204, -1.53081], [2.48458, 0.44726, 1.93289], [3.84704, 0.28366, -2.33594], [-2.06703, 1.78310, 0.93657], [-0.50155, 0.90226, -0.71120], [-2.38686, -2.47151, -0.50429], [3.10122, 1.36370, -1.90350], [3.29353, -0.99217, -2.39932], [1.98344, -1.21858, -2.03310], [-3.52483, -2.50350, -1.54426], [2.90696, -3.15232, 1.74610], [-0.17504, -0.29032, 1.99677], [1.21705, -0.14731, -1.58796], [-2.87611, 0.51121, -0.96392], [1.49975, 1.41014, 1.95131], [-4.49684, -1.42207, -1.05534], [-0.91801, 2.11184, 1.87310], [0.15288, 1.05678, 1.94962], [-3.60960, -0.56899, -0.14071], [0.80598, -1.26655, 1.97070], [3.52675, 2.35339, -1.85172], [1.77997, 2.45409, 1.94212], [-1.21051, -0.59484, 2.00944], [-2.27932, -3.41675, 0.03313], [3.87195, -3.64755, 1.64889], [1.54400, -2.20262, -2.07561], [2.29403, -3.37494, 0.86671], [-1.37402, 2.26821, 2.85551], [4.87594, 0.43266, -2.62610], [3.90242, -1.81685, -2.73793], [-4.93226, -0.84330, -1.86636], [-4.00132, -3.48070, -1.58694], [-0.48409, 3.06719, 1.56441], [-4.15923, -0.08400, 0.66954], [-3.59298, 1.29816, -1.21660], [-5.30002, -1.86637, -0.46852], [-1.42759, -2.21032, -0.96614], [-3.14249, -2.26863, -2.53687], [-2.46279, 0.07586, -1.87284], [0.50358, -2.30113, 1.97861], [3.52848, 0.71735, 1.90976], [2.40121, -3.52103, 2.64452]],
  "lumo_energy_ev": 0.6,
  "orbital_gap_ev": 8.64,
  "smiles": "COc1ccc(CC(=O)N(C[C@H]2CCCO2)c2nc3ccccc3s2)cc1"
}



Model two:
{
  "formula": "C21H22N2O3S",
  "method": "ωB97M-V/def2-TZVPD",
  "symbols": ["S", "O", "O", "O", "N", "N", "C", "C", "C", "C", "C", "C", "C", "C", "C", "C", "C", "C", "C", "C", "C", "C", "C", "C", "C", "C", "C", "H", "H", "H", "H", "H", "H", "H", "H", "H", "H", "H", "H", "H", "H", "H", "H", "H", "H", "H", "H", "H", "H"],
  "xyz": [[-2.86681, 1.56866, 1.55493], [-2.31179, 2.50341, 2.48192], [-2.95158, 3.86357, 0.06866], [-4.28248, 1.52799, 1.35540], [-2.49184, 0.01399, 2.06993], [3.70550, -3.08766, -1.69618], [-1.20938, -0.49460, 2.22019], [3.72000, -4.00353, -0.74424], [-0.63407, 0.99945, -1.83715], [3.14100, -2.42491, 0.95454], [-1.53819, 3.24547, -1.82631], [-1.28743, 0.75434, -0.63281], [0.30820, -2.36180, 2.22571], [3.12727, -1.46126, -0.04997], [3.41722, -1.84425, -1.34786], [3.44645, -3.72905, 0.58695], [-2.02965, 1.74165, -0.02695], [1.14867, -0.14523, 2.51251], [-0.73582, -0.97332, -3.36226], [2.79326, -2.05655, 2.37196], [-0.97808, -1.86737, 2.13965], [-2.17887, 2.99870, -0.61422], [-3.14531, 5.16271, -0.44601], [1.39048, -1.50802, 2.39729], [-0.13296, 0.36351, 2.43107], [-0.77410, 2.25283, -2.41621], [0.16362, -0.08750, -2.49822], [-0.15095, -1.76334, -3.82648], [-1.81116, -2.54075, 1.99576], [3.41829, -1.12269, -2.15480], [0.93992, 0.35432, -3.12503], [-3.64409, 5.13569, -1.41994], [-1.19503, -0.21597, -0.17193], [0.64671, -0.70323, -1.73686], [-0.27585, 2.46338, -3.35144], [-0.31865, 1.42051, 2.52331], [2.87145, -2.93762, 3.01171], [-1.21081, -0.38466, -4.14363], [-3.78565, 5.66614, 0.27529], [3.96085, -5.00833, -1.06687], [-3.22193, -0.64956, 1.86748], [-1.62675, 4.20446, -2.31137], [3.47236, -4.51851, 1.32343], [0.47510, -3.42628, 2.14377], [-1.51459, -1.42808, -2.75489], [3.49270, -1.30016, 2.73436], [1.97506, 0.53369, 2.66729], [2.88765, -0.43397, 0.18055], [-2.19790, 5.70374, -0.53204]],
  "lumo_energy_ev": 0.7,
  "orbital_gap_ev": 9.16,
  "smiles": "CCc1ccc(OC)c(S(=O)(=O)Nc2ccc(Cc3ccncc3)cc2)c1"
}



Which of them is least stable? Easy: model two.